{"formula": "C41H95Li2N8O9", "method": "ωB97M-V/def2-TZVPD", "elements": ["Li", "Li", "C", "C", "C", "O", "H", "H", "H", "H", "H", "H", "H", "C", "O", "N", "N", "H", "H", "H", "H", "C", "O", "N", "N", "H", "H", "H", "H", "C", "C", "C", "C", "C", "C", "N", "O", "C", "C", "C", "H", "H", "H", "H", "H", "H", "H", "H", "H", "H", "H", "H", "H", "H", "H", "H", "H", "H", "H", "C", "C", "C", "C", "C", "C", "N", "O", "C", "C", "C", "H", "H", "H", "H", "H", "H", "H", "H", "H", "H", "H", "H", "H", "H", "H", "H", "H", "H", "H", "C", "C", "C", "C", "C", "C", "N", "O", "C", "C", "C", "H", "H", "H", "H", "H", "H", "H", "H", "H", "H", "H", "H", "H", "H", "H", "H", "H", "H", "H", "C", "C", "C", "C", "C", "C", "N", "O", "C", "C", "C", "H", "H", "H", "H", "H", "H", "H", "H", "H", "H", "H", "H", "H", "H", "H", "H", "H", "H", "H", "O", "H", "H", "O", "H", "H"], "coordinates": [[1.95289, 1.40807, 3.81855], [3.71303, -1.45187, 3.15193], [1.02405, -1.09517, 0.65896], [1.65022, 0.17899, 1.25980], [0.60159, 1.28809, 1.28527], [2.09181, -0.23626, 2.54316], [0.09622, -1.26349, 1.20568], [1.56831, -2.03956, 0.66015], [0.61308, -0.88430, -0.32833], [2.40551, 0.41320, 0.50961], [0.37029, 1.62882, 0.27607], [1.08582, 2.13536, 1.77080], [-0.41405, 1.11051, 1.63890], [4.32390, -3.96859, 0.85385], [4.72068, -3.03095, 1.52707], [4.15430, -5.19759, 1.23531], [3.94021, -3.76469, -0.36290], [3.78582, -5.84514, 0.55341], [4.40881, -5.57534, 2.13677], [3.87162, -2.81284, -0.69361], [4.00516, -4.42958, -1.12040], [-0.89329, -2.36062, 4.67376], [-2.01742, -2.32659, 5.13974], [-0.02573, -3.35076, 4.87391], [-0.35358, -1.39740, 3.89479], [-0.37654, -4.22165, 5.24619], [0.79420, -3.33542, 4.28436], [0.56904, -1.42630, 3.48487], [-1.07828, -0.80061, 3.52230], [-2.22014, -8.67403, -0.61844], [-1.69213, -7.56130, 0.27681], [-0.16593, -7.80539, 0.48925], [0.76319, -6.66182, 0.91201], [0.49796, -5.55401, -0.16045], [-1.00922, -5.14878, -0.28847], [-1.77144, -6.31245, -0.63127], [-3.11451, -5.92011, -0.88377], [-1.38503, -4.48497, 1.08590], [-1.18232, -4.05453, -1.50589], [-2.58689, -7.41451, 1.61909], [-2.18620, -9.66563, -0.16714], [-1.54274, -8.72386, -1.47093], [-3.29029, -8.64395, -0.82332], [-0.22917, -8.43258, 1.37849], [0.25769, -8.46434, -0.26867], [1.72932, -7.08873, 0.64288], [0.73784, -6.36405, 1.96024], [0.77581, -5.90963, -1.15264], [1.15304, -4.71420, 0.07126], [-1.28460, -5.10575, 1.97621], [-0.91958, -3.51486, 1.26010], [-2.47143, -4.39658, 1.08171], [-1.06210, -4.64344, -2.41520], [-2.15399, -3.59070, -1.67565], [-0.49478, -3.22222, -1.35539], [-3.13795, -6.48963, 1.78944], [-1.92830, -7.47362, 2.48562], [-3.22006, -8.30006, 1.67389], [-3.20044, -6.24139, -1.78432], [3.10781, 9.39611, 0.56011], [2.34162, 8.05457, 0.26165], [2.76955, 7.42801, -1.11043], [4.16242, 6.80733, -1.23140], [4.04535, 5.51810, -0.33967], [3.59724, 5.89887, 1.04844], [2.52163, 6.92415, 1.16919], [2.18192, 7.21464, 2.51919], [2.99142, 4.57848, 1.52275], [4.82022, 6.34781, 1.97636], [0.82741, 8.36080, 0.17887], [2.73107, 9.94918, 1.42050], [3.01257, 9.92398, -0.38878], [4.18666, 9.27293, 0.65504], [2.11204, 6.78776, -1.69852], [3.06501, 8.35698, -1.59811], [4.90883, 7.39585, -0.69791], [4.41244, 6.39931, -2.21074], [5.02366, 5.06295, -0.18521], [3.32133, 4.86233, -0.82325], [1.91581, 4.68006, 1.37841], [3.11998, 3.74808, 0.82848], [3.39842, 4.22253, 2.46919], [5.09940, 7.39698, 1.87942], [4.66860, 6.18389, 3.04325], [5.67944, 5.74960, 1.67307], [0.58801, 8.91669, 1.08539], [0.29394, 7.43058, -0.01656], [0.54749, 9.08517, -0.58601], [2.99140, 7.58467, 2.87893], [0.36554, -1.22154, -3.34369], [0.30386, 0.28991, -3.71680], [-0.78477, 1.01116, -2.77833], [-0.64536, 2.53943, -2.78020], [0.80222, 3.05085, -2.50203], [2.00933, 2.33733, -3.30499], [1.66094, 0.86050, -3.53021], [2.68954, 0.13378, -3.92959], [2.13340, 3.05553, -4.71695], [3.23061, 2.55160, -2.38643], [-0.13218, 0.30946, -5.14803], [-0.53398, -1.71150, -2.97100], [0.94946, -1.34103, -2.43108], [0.79080, -1.85383, -4.12309], [-1.83186, 0.80770, -3.00260], [-0.79928, 0.52629, -1.80222], [-1.34726, 3.11577, -2.17748], [-0.74083, 2.83512, -3.82497], [0.93584, 3.03526, -1.42036], [0.87547, 4.11144, -2.74263], [2.84088, 2.54503, -5.37037], [1.24904, 3.13322, -5.34939], [2.46448, 4.09281, -4.66657], [3.11120, 2.07701, -1.41246], [4.06605, 2.05155, -2.87642], [3.54063, 3.59647, -2.37159], [0.45735, -0.34375, -5.79135], [-0.11062, 1.35154, -5.46694], [-1.15126, -0.05488, -5.27781], [2.92893, -0.36276, -3.14363], [-5.65192, 0.91648, -1.13141], [-5.42764, -0.57970, -0.61864], [-3.99460, -1.05311, -1.04964], [-3.00045, -0.39151, -0.06251], [-3.20524, -0.91880, 1.36799], [-4.66544, -0.56412, 1.89966], [-5.71892, -0.72119, 0.79860], [-6.92594, -0.31042, 1.20211], [-5.01240, -1.44603, 3.10471], [-4.68585, 0.96182, 2.31283], [-6.52213, -1.29140, -1.50100], [-5.48649, 1.03586, -2.20215], [-4.98838, 1.69107, -0.74693], [-6.70444, 1.18375, -1.03719], [-3.87839, -2.13389, -1.13029], [-3.93208, -0.75639, -2.09661], [-3.17644, 0.67788, -0.17879], [-1.99108, -0.64432, -0.38710], [-2.42692, -0.43144, 1.95518], [-2.89388, -1.94898, 1.54089], [-5.27519, -2.47039, 2.84066], [-4.19957, -1.43585, 3.83086], [-5.80755, -1.05819, 3.74143], [-4.04584, 1.60815, 1.71220], [-5.64013, 1.48493, 2.37456], [-4.20962, 1.02226, 3.29142], [-6.25012, -1.64557, -2.49532], [-7.53770, -0.89594, -1.51896], [-6.78155, -2.20264, -0.96206], [-7.42873, -1.11343, 1.35696], [0.18653, 2.17817, 4.42044], [0.22623, 2.55621, 5.29893], [-0.70031, 1.82469, 4.35114], [4.34542, -0.92070, -1.09868], [4.22964, -0.50636, -0.24361], [5.15324, -0.53948, -1.44268]], "atomic_forces_ev_per_a": [[-0.7, -0.6, -0.6], [-0.5, 0.0, -1.2], [-1.6, 0.5, -0.2], [-1.3, -3.0, 0.0], [0.7, 0.6, -0.6], [1.5, 1.3, 1.0], [0.0, -0.3, 0.3], [0.5, 0.3, 0.0], [0.3, -0.1, -0.5], [0.8, 0.8, 0.4], [0.4, 0.1, -0.3], [-0.5, 0.4, 0.2], [0.3, -0.6, 0.8], [0.3, 0.8, 0.9], [0.2, 1.8, 2.5], [-0.1, -3.5, 1.4], [-1.3, 1.3, -4.9], [0.0, 0.0, 0.4], [0.2, 0.3, -0.2], [0.5, 0.0, 0.2], [-0.2, -0.2, 0.5], [-1.0, 0.0, 0.3], [0.1, 0.2, -0.3], [1.3, -1.7, 0.5], [-0.7, 1.6, -0.4], [0.2, 0.2, 0.0], [-0.3, -0.6, 0.3], [-0.3, 0.2, -0.2], [0.5, 0.2, -0.2], [0.1, -0.8, 0.5], [-0.8, 2.3, -0.6], [-1.4, -1.0, 2.6], [-0.7, -0.1, -3.0], [-0.3, 0.1, 0.3], [0.9, 2.3, 0.9], [0.4, -1.2, 0.3], [0.2, -0.3, 0.3], [-1.3, -0.4, -0.6], [0.0, -1.5, 1.2], [1.6, -0.6, -0.6], [0.5, 0.0, 0.5], [-0.6, 0.0, -0.4], [0.1, 0.8, -0.5], [0.3, -0.6, 0.0], [0.0, 0.5, -0.3], [0.4, 0.3, 0.6], [-0.2, 0.1, -0.2], [0.3, -0.3, 0.0], [-0.3, 0.5, -0.2], [0.8, -0.2, -0.2], [0.0, 0.0, -0.1], [-0.2, 0.7, -0.2], [0.8, 0.2, -0.2], [-0.3, -0.3, 0.8], [0.5, -0.3, -0.2], [-0.2, -0.2, -0.7], [0.2, -0.1, 0.1], [-0.3, 0.3, 0.0], [-0.5, 0.0, -0.1], [0.1, -1.3, -0.9], [0.1, -1.3, -0.5], [2.2, 2.5, -1.0], [-0.6, -2.8, 2.8], [0.6, 2.5, -1.0], [0.1, 0.6, 2.2], [-0.7, -0.5, -0.5], [0.4, -0.5, -0.8], [-0.4, -0.8, 0.1], [-0.3, -0.7, -0.9], [0.7, 0.6, 0.1], [-0.2, -0.1, -0.2], [-0.3, 0.7, 0.4], [0.1, -0.3, 0.3], [-0.7, 0.5, 0.4], [-1.4, 0.2, -1.2], [0.3, 0.4, -0.8], [0.2, 1.0, -0.3], [-0.1, -0.5, -0.4], [0.1, -0.1, 0.2], [-0.2, 0.2, 1.2], [0.9, -0.1, -0.2], [-0.7, 0.2, 0.4], [-0.1, 0.0, -0.4], [-0.3, -0.2, -0.1], [0.2, 0.1, 0.2], [-0.6, -0.7, 0.3], [-0.2, 0.2, 0.5], [0.4, -0.1, -0.5], [0.2, 0.4, 0.5], [0.8, -0.1, 1.1], [-2.1, -1.7, 1.8], [0.6, 0.4, 0.4], [2.0, 0.2, -1.2], [-0.3, -0.8, 0.0], [-2.5, 1.8, 0.8], [-0.8, 2.5, 0.0], [0.1, -0.1, -0.4], [0.4, -0.7, -0.3], [0.7, -1.5, -1.8], [0.0, 1.0, -1.4], [-0.7, 0.7, -0.7], [0.6, 0.0, 0.0], [0.0, 0.2, 0.0], [0.2, -0.4, -1.2], [0.9, 0.3, 0.4], [-0.1, -0.4, 0.0], [-0.9, 0.1, -0.1], [0.6, -0.4, 0.1], [-0.1, 0.0, -0.2], [0.3, -0.2, 0.2], [-0.5, -0.4, 0.6], [0.2, -0.1, 0.7], [-0.2, 0.4, 0.1], [0.3, -0.1, 0.1], [-0.5, -0.1, 0.3], [0.4, 0.4, 0.0], [-0.1, -0.2, -0.6], [0.0, 0.1, 0.5], [0.7, -1.0, 0.6], [0.5, -0.1, -0.2], [-1.3, 1.8, -2.3], [-1.1, 0.4, 1.0], [-0.3, -1.5, -1.1], [-0.9, 1.0, -0.2], [-0.4, 1.4, -1.0], [4.1, -2.7, 0.0], [-1.8, 1.1, 0.3], [-0.1, 0.4, 0.4], [1.0, -0.4, 0.6], [-0.3, -1.9, 1.6], [0.1, -0.7, -0.3], [-0.2, 0.0, 0.7], [0.2, 0.2, 0.6], [-0.2, -0.2, 0.7], [0.4, 0.5, 0.0], [0.3, 0.1, 0.5], [0.3, 0.2, 0.0], [-0.3, 0.7, 0.6], [-0.7, -0.4, -0.6], [0.2, 0.0, -0.2], [0.5, -0.3, -0.3], [-0.5, 0.2, -0.5], [0.0, -0.2, -0.6], [-0.2, -0.7, -0.1], [-0.1, 0.0, 0.4], [0.4, 0.5, 0.0], [0.4, 1.1, -0.2], [0.4, -0.6, 0.0], [-0.3, -0.1, 0.1], [0.9, -0.1, -0.1], [-0.1, 0.3, 0.4], [-0.3, -0.3, -0.2], [-0.5, 0.2, -0.5], [-0.1, 0.1, 0.4], [0.4, 0.0, -0.1]], "lowdin_charge": [0.753, 0.792, -0.066, -0.578, -0.048, -0.459, 0.052, 0.074, 0.047, 0.093, 0.063, 0.052, 0.081, -0.778, -0.024, 0.205, 0.178, 0.111, 0.135, 0.068, 0.131, -0.720, 0.053, 0.161, 0.159, 0.122, 0.092, 0.049, 0.079, -0.055, -0.416, -0.142, -0.163, -0.141, -0.457, -0.125, -0.017, -0.028, -0.001, 0.003, 0.089, 0.086, 0.088, 0.113, 0.119, 0.089, 0.106, 0.116, 0.083, 0.063, 0.059, 0.073, 0.081, 0.053, 0.043, 0.066, 0.065, 0.077, 0.105, -0.008, -0.489, -0.131, -0.144, -0.174, -0.470, -0.131, 0.007, -0.047, -0.007, -0.029, 0.087, 0.083, 0.069, 0.118, 0.106, 0.113, 0.111, 0.121, 0.074, 0.094, 0.049, 0.077, 0.076, 0.075, 0.079, 0.082, 0.084, 0.086, 0.077, -0.013, -0.412, -0.091, -0.141, -0.109, -0.350, 0.068, 0.121, 0.012, -0.014, -0.005, 0.084, 0.062, 0.100, 0.125, 0.078, 0.128, 0.104, 0.090, 0.119, 0.092, 0.081, 0.098, 0.078, 0.086, 0.084, 0.105, 0.082, 0.118, 0.123, -0.045, -0.447, -0.116, -0.179, -0.107, -0.398, -0.162, 0.011, -0.033, -0.026, -0.044, 0.072, 0.059, 0.077, 0.103, 0.102, 0.093, 0.072, 0.073, 0.100, 0.090, 0.064, 0.085, 0.060, 0.084, 0.069, 0.082, 0.079, 0.075, 0.120, -0.073, 0.069, 0.063, -0.029, 0.037, 0.069], "energy_ha": -2748.7148, "multiplicity": 2, "total_charge": 2, "s2": 0.754, "orbital_gap_ev": [5.574, 3.043]}